The following is a DFT calculation (ωB97M-V/def2-TZVPD) of the molecule C20H20N2O3S.

Geometry (Å):
C -4.92 0.42 -0.83
H -5.91 0.41 -0.39
H -4.55 1.44 -0.92
H -4.93 -0.04 -1.82
O -4.08 -0.32 0.04
C -2.93 -0.76 -0.46
O -2.61 -0.67 -1.61
C -2.05 -1.35 0.63
C -1.19 -2.49 0.11
C 0.12 -2.52 0.88
C 0.86 -1.23 0.66
C 0.14 -0.07 0.71
C -1.25 -0.12 1.09
O -1.82 0.76 1.71
C 0.77 1.31 0.59
N 1.77 1.36 -0.48
C 3.03 0.81 -0.32
C 4.15 1.55 -0.72
C 5.42 1.03 -0.63
C 5.61 -0.25 -0.13
C 4.52 -0.99 0.26
C 3.22 -0.49 0.17
N 2.19 -1.37 0.50
H 2.53 -2.31 0.64
H 4.66 -2.00 0.63
H 6.61 -0.66 -0.05
H 6.27 1.62 -0.96
H 3.99 2.54 -1.10
H 1.80 2.27 -0.90
C -0.26 2.34 0.26
C -1.09 2.36 -0.82
C -1.91 3.50 -0.86
C -1.69 4.34 0.19
S -0.48 3.74 1.24
H -2.17 5.27 0.41
H -2.63 3.70 -1.63
H -1.11 1.57 -1.56
H 1.24 1.57 1.56
H -0.08 -2.67 1.94
H 0.73 -3.37 0.54
C -1.94 -3.82 0.21
H -1.34 -4.63 -0.21
H -2.87 -3.77 -0.34
H -2.16 -4.06 1.25
H -0.97 -2.29 -0.95
H -2.70 -1.66 1.46

Properties
Structure (SMILES)   COC(=O)[C@@H]1C(=O)C2=C(C[C@H]1C)Nc1ccccc1N[C@H]2c1cccs1
Gap between HOMO and LUMO   8.26 eV

***

The following is a DFT calculation (ωB97M-V/def2-TZVPD) of the molecule C20H20N2O4S in a non-equilibrium geometry.

Geometry (Å):
C 0.73 4.38 4.49
H 0.67 5.47 4.59
O 1.92 4.13 3.79
C 2.25 2.84 3.50
C 1.49 1.73 3.86
C 1.91 0.45 3.52
C 3.10 0.28 2.82
C 3.85 1.39 2.46
C 3.44 2.66 2.79
H 4.01 3.53 2.51
H 4.77 1.25 1.91
H 3.43 -0.71 2.56
C 1.08 -0.73 3.94
C 1.26 -1.92 3.04
O 1.82 -2.94 3.38
N 0.77 -1.85 1.76
C 0.06 -0.92 1.05
N -0.26 -1.15 -0.18
C -0.99 -0.14 -0.74
C -1.23 0.89 0.12
S -0.53 0.61 1.66
H -1.78 1.80 -0.05
C -1.43 -0.26 -2.12
C -2.03 0.78 -2.80
C -2.45 0.62 -4.11
C -2.27 -0.58 -4.77
C -1.65 -1.66 -4.09
C -1.24 -1.48 -2.78
H -0.76 -2.28 -2.23
O -1.51 -2.81 -4.80
C -0.91 -3.91 -4.18
H -0.91 -4.70 -4.92
H -1.48 -4.24 -3.30
H 0.12 -3.69 -3.88
O -2.65 -0.84 -6.05
C -3.27 0.18 -6.79
H -3.48 -0.25 -7.77
H -4.21 0.50 -6.32
H -2.61 1.05 -6.91
H -2.91 1.45 -4.62
H -2.18 1.74 -2.32
H 0.97 -2.68 1.21
H 1.38 -1.04 4.94
H 0.02 -0.45 3.98
H 0.57 1.85 4.41
H 0.75 3.93 5.49
H -0.14 4.03 3.94

Properties
Structure (SMILES)   COc1cccc(CC(=O)Nc2nc(-c3ccc(OC)c(OC)c3)cs2)c1
Gap between HOMO and LUMO   8.00 eV

***

The following is a DFT calculation (ωB97M-V/def2-TZVPD) of a structure of composition C20H20N2O5S in a non-equilibrium geometry.

Geometry (Å):
C 5.66 5.52 -2.19
H 5.05 5.72 -3.05
H 6.63 4.96 -2.45
H 5.89 6.30 -1.57
O 5.17 4.35 -1.70
C 3.88 4.84 -1.08
O 3.30 6.02 -1.22
C 3.38 3.54 -0.28
C 4.00 2.34 -0.21
C 3.25 1.29 0.42
C 2.11 1.59 1.27
C 1.59 2.79 1.10
C 2.09 3.74 0.15
H 1.57 4.80 0.38
H 0.58 2.83 1.49
S 1.17 0.36 1.93
O 0.76 0.70 3.10
O 1.97 -0.89 1.80
N -0.18 0.01 1.13
C -1.46 -0.13 1.77
C -2.49 0.18 0.84
H -2.57 1.48 0.84
H -3.54 -0.02 1.48
C -2.58 -0.30 -0.45
C -2.55 -2.09 -0.27
N -2.10 -2.94 -0.91
C -2.72 -4.04 -0.75
C -2.38 -5.43 -0.69
C -3.29 -6.18 -0.34
C -4.45 -5.94 0.43
C -4.62 -4.69 0.84
C -3.70 -3.75 0.17
O -3.87 -2.35 0.35
H -5.51 -4.35 1.20
H -5.00 -6.71 0.78
H -3.10 -7.38 -0.30
H -1.44 -5.77 -1.46
H -3.50 0.12 -1.10
C -1.14 -0.16 -1.13
C 0.02 -0.41 -0.10
H 0.77 -0.20 -0.70
H -0.06 -1.39 0.01
H -1.05 0.98 -1.45
H -1.07 -0.69 -2.23
H -1.25 0.31 2.72
H -1.54 -1.43 1.83
H 3.61 0.32 0.44
H 4.71 2.15 -0.83

Properties
Gap between HOMO and LUMO   7.98 eV

***

The following is a DFT calculation (ωB97M-V/def2-TZVPD) of the molecule C20H20N2O7S in a non-equilibrium geometry.

Geometry (Å):
O -6.98 -0.72 1.10
C -5.95 -0.10 0.91
N -5.63 0.55 -0.22
C -6.46 0.53 -1.38
C -5.80 0.48 -2.73
C -6.49 1.74 -2.27
H -7.42 2.02 -2.72
H -5.86 2.57 -2.00
H -6.27 -0.11 -3.51
H -4.73 0.48 -2.77
H -7.37 -0.03 -1.21
H -4.75 1.04 -0.27
C -4.88 0.05 2.01
H -4.67 1.11 2.17
H -5.26 -0.41 2.93
O -3.67 -0.64 1.70
C -2.77 -0.03 0.93
O -2.95 1.07 0.44
C -1.54 -0.82 0.76
C -1.37 -2.07 1.35
C -0.20 -2.77 1.16
C 0.82 -2.25 0.36
C 0.65 -1.00 -0.24
C -0.52 -0.30 -0.05
H -0.67 0.66 -0.51
H 1.42 -0.61 -0.87
N 1.99 -2.95 0.19
H 2.04 -3.87 0.60
S 3.20 -2.65 -0.94
O 2.63 -2.30 -2.20
O 4.04 -3.80 -0.85
C 4.04 -1.23 -0.24
C 4.10 -0.06 -0.96
C 4.75 1.04 -0.42
C 5.31 0.95 0.86
C 5.25 -0.26 1.56
C 4.62 -1.36 1.00
H 4.58 -2.30 1.52
H 5.71 -0.31 2.53
O 5.91 2.01 1.47
C 5.66 3.25 0.83
C 5.79 3.10 -0.68
H 5.60 4.04 -1.19
H 6.81 2.75 -0.92
O 4.84 2.18 -1.17
H 6.39 3.95 1.23
H 4.64 3.59 1.07
H 3.67 0.00 -1.95
H -0.07 -3.74 1.62
H -2.16 -2.48 1.97

Properties
Structure (SMILES)   O=C(COC(=O)c1ccc(NS(=O)(=O)c2ccc3c(c2)OCCO3)cc1)NC1CC1
Gap between HOMO and LUMO   9.17 eV

***

The following is a DFT calculation (ωB97M-V/def2-TZVPD) of a cluster of 2 separate species, C20H20N3 in total in a non-equilibrium geometry.

Geometry (Å):
C 3.96 1.90 2.44
N 2.60 1.39 2.41
C 1.49 2.15 2.20
C 0.32 1.36 2.36
C -0.97 1.83 2.22
C -2.18 1.10 2.43
C -2.40 -0.14 1.78
C -3.63 -0.79 1.81
C -4.63 -0.30 2.66
C -4.44 0.91 3.34
C -3.25 1.62 3.21
C 0.80 0.01 2.72
C 0.21 -1.19 3.08
C 1.01 -2.32 3.31
C 2.41 -2.24 3.22
C 3.04 -1.02 2.93
C 2.22 0.07 2.70
H 4.67 1.06 2.48
H 4.16 2.50 1.55
H 4.13 2.54 3.32
H 1.55 3.22 1.99
H -1.06 2.91 2.07
H -1.57 -0.55 1.20
H -3.78 -1.67 1.18
H -5.56 -0.86 2.78
H -5.24 1.31 3.98
H -3.09 2.57 3.72
H -0.87 -1.25 3.18
H 0.54 -3.27 3.57
H 3.02 -3.13 3.38
H 4.12 -0.90 2.89
C 0.36 0.83 -3.91
C -0.26 0.71 -2.58
C 0.16 0.98 -1.28
N -0.87 0.70 -0.42
C -1.91 0.29 -1.14
N -1.55 0.26 -2.46
H 1.44 0.98 -3.80
H 0.19 -0.08 -4.50
H -0.05 1.67 -4.48
H 1.12 1.35 -0.95
H -2.89 -0.01 -0.81
H -2.15 -0.06 -3.22

Properties
Net charge   +1
Gap between HOMO and LUMO   6.58 eV

***

The following is a DFT calculation (ωB97M-V/def2-TZVPD) of the molecule C20H20N4O2 in a non-equilibrium geometry.

Geometry (Å):
N -0.37 1.92 -3.96
N -1.54 1.88 3.64
N -0.50 1.35 4.26
O -0.37 1.33 -2.66
O 1.32 -0.16 4.33
C -0.74 1.03 -4.82
C -1.32 -1.50 -4.51
C -1.42 -2.53 -3.55
C 0.56 -1.30 0.34
C -0.66 -0.01 -2.80
C -0.94 -0.24 -4.14
C -0.73 -1.00 -1.78
C -0.47 -0.63 -0.39
C -1.19 -2.30 -2.19
C -1.77 1.60 2.32
C 0.31 0.42 3.64
C -1.22 0.38 0.25
C 0.79 -0.94 1.68
C -0.96 0.69 1.58
C 0.06 0.06 2.31
N -0.85 1.27 -6.16
C -1.43 -3.41 -1.16
C -0.46 2.59 -6.74
C 2.68 1.81 4.94
C 2.75 -0.39 6.22
C 1.89 0.58 5.43
H -1.62 -1.75 -5.54
H -1.80 -3.54 -3.82
H 1.15 -2.10 -0.10
H -2.63 1.98 1.83
H -2.08 0.86 -0.26
H 1.59 -1.50 2.22
H -1.06 0.46 -6.74
H -0.49 -3.95 -0.97
H -1.80 -2.98 -0.24
H -2.18 -4.11 -1.54
H -1.19 3.35 -6.43
H -0.46 2.59 -7.83
H 0.55 2.84 -6.39
H 3.53 1.47 4.29
H 3.12 2.38 5.76
H 2.02 2.44 4.37
H 2.97 0.05 7.19
H 2.20 -1.31 6.38
H 3.66 -0.61 5.64
H 1.10 0.94 6.09

Properties
Structure (SMILES)   CNc1noc2c(-c3ccc4c(OC(C)C)nncc4c3)c(C)ccc12
Gap between HOMO and LUMO   8.27 eV

***

The following is a DFT calculation (ωB97M-V/def2-TZVPD) of the molecule C20H20N4O3S in a non-equilibrium geometry.

Geometry (Å):
O 3.03 0.39 1.07
S 2.14 -0.39 0.25
O 1.40 -1.45 0.88
N 1.02 0.74 -0.42
C -0.23 0.24 -0.73
N -0.49 -0.85 -1.37
C -1.84 -1.12 -1.50
C -2.22 -2.26 -2.21
C -3.55 -2.58 -2.34
C -4.53 -1.77 -1.75
C -4.18 -0.65 -1.04
C -2.83 -0.30 -0.90
N -2.51 0.83 -0.18
C -1.23 1.09 -0.14
N -0.61 2.13 0.46
C -1.19 3.01 1.43
H -2.24 3.13 1.17
H -0.68 3.98 1.36
C -1.07 2.50 2.88
H -1.53 3.26 3.53
C -1.74 1.13 3.10
H -2.31 1.14 4.03
H -2.42 0.88 2.28
C -0.56 0.16 3.20
H -0.27 -0.23 2.23
C 0.53 1.07 3.77
H 0.48 1.12 4.86
O 0.30 2.36 3.23
H 1.54 0.76 3.47
H -0.76 -0.68 3.86
C 0.82 2.01 0.26
H 1.38 2.03 1.21
H 1.18 2.82 -0.39
H -4.92 -0.01 -0.58
H -5.57 -2.03 -1.85
H -3.85 -3.45 -2.90
H -1.45 -2.87 -2.66
C 2.98 -0.97 -1.21
C 2.34 -1.86 -2.04
C 3.00 -2.30 -3.18
C 4.28 -1.84 -3.46
C 4.90 -0.94 -2.61
C 4.25 -0.50 -1.47
H 4.70 0.20 -0.78
H 5.90 -0.58 -2.83
H 4.79 -2.18 -4.35
H 2.52 -3.00 -3.85
H 1.34 -2.18 -1.79

Properties
Structure (SMILES)   O=S(=O)(c1ccccc1)N1CN(C[C@H]2CCCO2)c2nc3ccccc3nc21
Gap between HOMO and LUMO   8.14 eV

***

The following is a DFT calculation (ωB97M-V/def2-TZVPD) of a structure of composition C20H20N4O5SeW in a non-equilibrium geometry.

Geometry (Å):
W 0.03 -0.17 0.57
O 0.50 1.42 1.65
C 0.32 2.68 1.21
C 1.37 3.57 1.03
C 1.10 4.86 0.60
C -0.21 5.29 0.38
C -1.25 4.41 0.59
C -0.99 3.10 0.99
C -2.06 2.15 1.21
N -1.91 0.88 1.26
C -3.08 0.07 1.51
C -3.23 -0.80 0.30
N -1.93 -1.41 0.02
C -1.98 -2.64 -0.35
C -0.86 -3.44 -0.78
C -1.04 -4.79 -1.08
C 0.01 -5.54 -1.58
C 1.24 -4.93 -1.79
C 1.43 -3.59 -1.51
C 0.38 -2.84 -0.99
O 0.55 -1.55 -0.74
H 2.39 3.25 1.21
H 1.92 5.54 0.44
H -0.40 6.30 0.05
H -2.28 4.72 0.44
H -3.06 2.56 1.36
H -3.97 0.69 1.66
H -2.90 -0.53 2.40
H -3.51 -0.19 -0.57
H -4.00 -1.56 0.45
H -2.95 -3.14 -0.36
H -2.01 -5.24 -0.93
H -0.13 -6.59 -1.81
H 2.06 -5.50 -2.19
H 2.38 -3.10 -1.70
N 2.21 -0.96 1.15
C 3.09 0.22 1.26
C 2.89 0.92 -0.07
O 3.79 1.51 -0.66
N 1.64 0.75 -0.52
C 1.33 1.27 -1.83
C -0.12 1.00 -2.10
O -0.63 0.98 -3.19
O -0.83 0.81 -0.97
H 2.13 -1.45 2.04
H 2.58 -1.56 0.43
H 4.14 0.02 1.41
H 2.71 0.83 2.08
H 1.94 0.82 -2.61
H 1.49 2.36 -1.87
Se -0.28 -1.46 2.50

Properties
Gap between HOMO and LUMO   7.15 eV

***

no.,HOMO (eV),lowest unoccupied orbital energy (eV)
1,-7.7,0.6
2,-7.6,0.4
3,-8.8,-0.8
4,-8.8,0.3
5,-11.2,-4.6
6,-8.3,0.0
7,-7.8,0.3
8,-8.0,-0.9